Entry from the Open Molecules 2025 dataset: a molecular structure, C31H63IN10O9S3 (wB97M-V/def2-TZVPD).

The HOMO energy comes out at -8.07 eV. Its total energy is -3935.95358 Eh. The calculation puts the lowest unoccupied orbital energy at -0.41 eV. Its frontier orbital gap is 7.6613 eV.

Geometry (Å):
1 C -2.9529 0.7018 -0.7196
2 C -4.0384 -0.3582 -1.0719
3 N -3.6761 -1.0367 -2.3317
4 C -4.8162 -1.4894 -3.1408
5 C -4.5170 -1.2880 -4.6475
6 C -2.7212 -2.0504 -2.1332
7 S -2.9510 -3.4461 -1.3613
8 S -1.0857 -1.6525 -2.8069
9 C -1.0606 -2.5894 -4.3644
10 C 0.3577 -2.8949 -4.7767
11 C 1.0804 -3.8362 -3.8136
12 O 2.3869 -3.2646 -3.6111
13 C 3.0429 -3.7707 -2.5488
14 O 3.5453 -4.9048 -2.5294
15 N 3.1903 -2.7900 -1.4626
16 I 2.8661 -3.8104 0.3186
17 C 4.6098 -2.3447 -1.5279
18 C 4.8421 -1.1808 -0.5783
19 S 4.8837 0.4918 -1.3043
20 C 4.0057 0.3871 -2.8017
21 N 3.5607 -0.6144 -3.4639
22 N 2.9690 -0.1182 -4.5845
23 C 3.0838 1.1496 -4.5331
24 O 3.7266 1.5413 -3.4319
25 H -2.7071 0.5956 0.3265
26 H -3.3060 1.6960 -0.9702
27 H -2.0894 0.5037 -1.3351
28 H -4.1315 -1.0482 -0.2402
29 H -4.9674 0.1679 -1.2320
30 H -5.0586 -2.5340 -2.9624
31 H -5.6999 -0.9183 -2.9009
32 H -5.2144 -0.5994 -5.1049
33 H -3.5339 -0.8440 -4.7303
34 H -4.4725 -2.2368 -5.1713
35 H -1.5042 -1.9730 -5.1371
36 H -1.6773 -3.4785 -4.2860
37 H 0.9520 -1.9925 -4.8459
38 H 0.2873 -3.4024 -5.7295
39 H 1.1834 -4.8049 -4.2929
40 H 0.5464 -3.9664 -2.8768
41 H 4.9081 -2.1455 -2.5452
42 H 5.2310 -3.1713 -1.1816
43 H 4.1389 -1.1750 0.2409
44 H 5.8190 -1.3113 -0.1320
45 H 2.7282 1.8384 -5.2628
46 C 0.5417 3.2340 -0.9358
47 C -0.3677 3.0698 0.2625
48 O -0.5076 1.9849 0.8147
49 N -1.0298 4.1611 0.7014
50 C -0.9685 5.5138 0.1835
51 H 0.9935 2.2730 -1.1650
52 H -0.0264 3.5698 -1.8042
53 H 1.3335 3.9529 -0.7195
54 H -1.6376 3.9793 1.4934
55 H -0.6254 6.1718 0.9840
56 H -1.9610 5.8370 -0.1377
57 H -0.2837 5.5850 -0.6555
58 C -1.3819 -2.9171 3.4284
59 C -1.5846 -1.5199 2.8911
60 O -2.7112 -1.0568 2.7232
61 N -0.4819 -0.8016 2.6110
62 C 0.8986 -1.2111 2.7706
63 H -2.3539 -3.3671 3.6074
64 H -0.8401 -3.5290 2.7059
65 H -0.8286 -2.8869 4.3683
66 H -0.6692 0.1241 2.2516
67 H 1.3954 -0.5268 3.4542
68 H 1.3886 -1.1654 1.7958
69 H 0.9708 -2.2208 3.1594
70 C -0.0555 3.4957 4.0326
71 C 0.3708 4.9341 3.8622
72 O -0.4202 5.8016 3.5271
73 N 1.6787 5.2378 4.0876
74 C 2.7512 4.3435 4.4826
75 H -1.1170 3.4195 3.8132
76 H 0.4873 2.8488 3.3418
77 H 0.1194 3.1636 5.0576
78 H 1.8933 6.2130 3.9539
79 H 3.1736 4.6729 5.4339
80 H 3.5400 4.3588 3.7284
81 H 2.3902 3.3273 4.5916
82 C -5.2258 4.4875 3.5737
83 C -4.4522 3.5980 2.6312
84 O -3.2331 3.6379 2.5546
85 N -5.1501 2.7315 1.8585
86 C -6.5857 2.5284 1.8016
87 H -4.5235 5.1142 4.1146
88 H -5.9116 5.1279 3.0182
89 H -5.7883 3.8878 4.2906
90 H -4.5629 2.1668 1.2613
91 H -6.8187 1.4945 2.0614
92 H -6.9435 2.7218 0.7889
93 H -7.1025 3.1891 2.4886
94 C 6.1802 -4.7135 -7.3121
95 C 6.7431 -6.0142 -6.7889
96 O 7.1454 -6.8928 -7.5341
97 N 6.7861 -6.1760 -5.4399
98 C 6.3554 -5.2482 -4.4075
99 H 6.2111 -4.7334 -8.3966
100 H 5.1452 -4.5876 -6.9920
101 H 6.7739 -3.8696 -6.9592
102 H 7.1699 -7.0629 -5.1553
103 H 7.2058 -5.0004 -3.7680
104 H 5.5820 -5.7155 -3.7984
105 H 5.9590 -4.3351 -4.8381
106 C -2.1696 1.0087 5.3365
107 C -0.7496 0.8307 5.8079
108 O 0.1649 0.5041 5.0636
109 N -0.5005 1.0537 7.1270
110 C -1.4366 1.4459 8.1643
111 H -2.2278 0.8055 4.2736
112 H -2.8336 0.3168 5.8565
113 H -2.4970 2.0333 5.5152
114 H 0.4655 0.9210 7.3810
115 H -1.1246 2.3964 8.6010
116 H -1.4516 0.6901 8.9517
117 H -2.4377 1.5555 7.7640

Mulliken population analysis, charges in e, atoms 1 to 8: number 1, C, carries -0.689; number 2, C, carries -0.907; number 3, N, carries 0.348; number 4, C, carries -0.469; number 5, C, carries -0.931; number 6, C, carries -0.396; number 7, S, carries -0.108; number 8, S, carries -0.034

=====

Entry from the Open Molecules 2025 dataset: 2 unconnected molecules or ions with the total composition C31H64IN2O9S (wB97M-V/def2-TZVPD).

The HOMO energy comes out at -11.00 eV. Its total energy is -2701.79424 Eh. The calculation puts the lowest unoccupied orbital energy at -2.63 eV. Its frontier orbital gap is 8.3716 eV. Its charge is +1.

Geometry (Å):
1 C -7.8602 -3.3577 0.6960
2 C -6.6092 -2.5761 1.0817
3 C -5.6511 -3.3653 1.9167
4 O -5.6038 -4.5563 1.9937
5 O -4.7636 -2.5954 2.6427
6 C -3.6675 -2.0805 1.8797
7 C -2.4008 -2.3473 2.6974
8 C -1.1994 -1.3616 2.6752
9 C -0.7509 -1.2183 4.1469
10 N -1.7766 -0.8511 5.1190
11 C -0.0463 -2.0105 1.8707
12 C 1.3292 -1.3217 1.9874
13 C 1.9004 -0.4676 0.8263
14 C 2.6221 0.7736 1.4037
15 C 2.1738 2.1141 0.7994
16 S 2.2116 3.4033 2.0338
17 O 3.3394 4.2488 1.7987
18 O 1.9571 2.8186 3.3171
19 O 0.8763 4.2051 1.7114
20 C -0.5226 -2.3169 0.4492
21 C -1.3826 -1.2499 -0.2832
22 C -0.7759 -1.0927 -1.7185
23 C -1.5111 -2.0371 -2.6839
24 C -0.6794 0.3080 -2.3224
25 C 0.2906 0.3489 -3.5255
26 C -1.5351 0.0599 0.4919
27 C -2.7603 0.9511 0.1046
28 I -2.2115 2.9545 -0.5418
29 C -3.7881 0.3328 -0.8334
30 C -4.9799 1.2346 -1.1510
31 N -1.5785 -0.0262 2.0334
32 C -0.8445 1.2222 2.4999
33 C -1.3717 2.0680 3.6676
34 C -2.8353 1.8919 4.0457
35 O -0.5442 1.9497 4.8176
36 H -8.2892 -2.9613 -0.2206
37 H -7.6371 -4.4074 0.5351
38 H -8.6099 -3.2855 1.4790
39 H -6.8779 -1.6806 1.6412
40 H -6.0679 -2.2346 0.1952
41 H -3.6236 -2.6072 0.9274
42 H -3.8704 -1.0251 1.6874
43 H -2.0518 -3.3411 2.4271
44 H -2.7577 -2.4689 3.7150
45 H -0.3492 -2.2032 4.3914
46 H 0.0724 -0.5158 4.2396
47 H -1.7166 -1.4176 5.9501
48 H -2.7204 -0.8959 4.7753
49 H 0.0616 -2.9817 2.3493
50 H 2.0510 -2.1198 2.1578
51 H 1.3951 -0.7120 2.8793
52 H 1.1415 -0.1479 0.1197
53 H 2.6187 -1.0569 0.2614
54 H 2.4598 0.8206 2.4750
55 H 3.6983 0.6811 1.2721
56 H 1.1538 2.0592 0.4255
57 H 2.8370 2.4155 -0.0071
58 H 0.9978 4.6750 0.8721
59 H 0.3546 -2.5581 -0.1446
60 H -1.0944 -3.2426 0.4835
61 H -2.3528 -1.7156 -0.4237
62 H 0.2548 -1.4446 -1.7020
63 H -1.7687 -2.9732 -2.1909
64 H -2.4023 -1.5708 -3.1007
65 H -0.8704 -2.2994 -3.5234
66 H -1.6481 0.6833 -2.6395
67 H -0.2513 0.9912 -1.5905
68 H -0.1779 0.7041 -4.4376
69 H 0.7590 -0.6158 -3.7082
70 H 1.1091 1.0348 -3.3117
71 H -0.6332 0.6105 0.2671
72 H -3.3029 1.2209 1.0105
73 H -3.3327 -0.0554 -1.7380
74 H -4.1932 -0.5327 -0.3037
75 H -5.8446 0.6140 -1.3761
76 H -5.2530 1.8244 -0.2757
77 H -4.7855 1.9002 -1.9847
78 H -2.5581 0.1111 2.2750
79 H -0.7808 1.8804 1.6405
80 H 0.1806 0.9366 2.7110
81 H -1.2731 3.1020 3.3293
82 H -3.4403 2.6737 3.5899
83 H -2.9178 2.0098 5.1223
84 H -3.2852 0.9310 3.8027
85 H 0.3043 2.3600 4.6065
86 C 8.1079 -0.7837 -5.1829
87 O 7.3314 0.3476 -4.8566
88 C 6.2811 0.5869 -5.7736
89 C 5.1345 1.3125 -5.1119
90 O 4.3305 0.4988 -4.2672
91 C 4.8611 0.0996 -3.0170
92 C 4.9154 1.1940 -1.9742
93 O 5.9804 2.0860 -2.2039
94 C 5.7444 3.3808 -1.6965
95 H 8.6739 -0.6301 -6.1081
96 H 8.8073 -0.9447 -4.3653
97 H 7.4815 -1.6765 -5.2934
98 H 5.9153 -0.3576 -6.1937
99 H 6.6545 1.2096 -6.5978
100 H 4.4574 1.6391 -5.9037
101 H 5.4881 2.2022 -4.5875
102 H 5.8342 -0.3828 -3.1260
103 H 4.1560 -0.6520 -2.6491
104 H 5.0457 0.7245 -0.9860
105 H 3.9574 1.7346 -1.9786
106 H 4.8122 3.7979 -2.0965
107 H 6.5729 4.0097 -2.0126
108 H 5.6946 3.3821 -0.6012

Mulliken population analysis, charges in e, atoms 1 to 8: number 1, C, carries -1.329; number 2, C, carries 0.066; number 3, C, carries 0.552; number 4, O, carries -0.547; number 5, O, carries -0.400; number 6, C, carries 0.349; number 7, C, carries -2.572; number 8, C, carries 0.945

=====

Entry from the Open Molecules 2025 dataset: a molecular structure, C31H64N2O30P2 (wB97M-V/def2-TZVPD).

The HOMO energy comes out at -9.71 eV. Its total energy is -4268.98477 Eh. The calculation puts the lowest unoccupied orbital energy at -0.87 eV. Its frontier orbital gap is 8.8329 eV.

Geometry (Å):
1 C 0.6051 -2.9383 -1.6254
2 O -0.4436 -3.1384 -0.7075
3 C -0.8932 -1.9468 -0.0906
4 C -1.4081 -2.2792 1.3028
5 C -0.4231 -1.9594 2.4134
6 C -0.0990 -0.4749 2.5562
7 C -1.0927 0.2173 3.4718
8 O -1.3236 1.6147 3.1162
9 P -0.1674 2.5827 3.4580
10 O 1.0407 1.9966 3.9988
11 O -0.7090 3.7445 4.5057
12 O -0.4405 3.2878 5.8494
13 C 0.5404 3.9865 6.3025
14 N 1.4982 4.3714 6.8589
15 O 0.0868 3.3618 2.0946
16 P 0.9645 4.7688 2.1631
17 N 1.1961 5.2505 0.6862
18 H 1.2485 -3.8111 -1.5915
19 H 1.2213 -2.0730 -1.3987
20 H 0.2520 -2.8584 -2.6521
21 H -1.7458 -1.5715 -0.6598
22 H -0.1466 -1.1594 -0.0921
23 H -2.3839 -1.8377 1.4650
24 H -1.5774 -3.3496 1.3258
25 H -0.8643 -2.2773 3.3551
26 H 0.4970 -2.5159 2.2859
27 H 0.0240 0.0484 1.6152
28 H 0.8561 -0.4074 3.0592
29 H -0.7733 0.1440 4.5001
30 H -2.0539 -0.2760 3.4118
31 H 0.3043 5.8062 2.8397
32 H 2.2255 4.5813 2.7408
33 H 0.7840 6.1655 0.5685
34 C 3.5772 10.7399 8.8348
35 O 3.6171 9.4412 9.4288
36 C 3.0427 8.4859 8.6970
37 O 2.5214 8.6413 7.6252
38 O 3.1468 7.3400 9.3582
39 C 2.5669 6.2157 8.6793
40 H 4.0695 11.4208 9.5233
41 H 4.1090 10.7508 7.8854
42 H 2.5494 11.0678 8.6945
43 H 3.0562 6.0393 7.7314
44 H 1.5021 6.3723 8.5348
45 H 2.7155 5.3521 9.3206
46 C -1.9772 -5.1265 -2.5304
47 O -2.2543 -4.9021 -3.9182
48 C -2.0920 -5.9699 -4.6901
49 O -1.7466 -7.0620 -4.3250
50 O -2.3792 -5.6196 -5.9423
51 C -2.2366 -6.6810 -6.8915
52 H -2.1410 -4.1890 -2.0145
53 H -2.6497 -5.8789 -2.1220
54 H -0.9413 -5.4266 -2.3907
55 H -2.9133 -7.5009 -6.6569
56 H -1.2078 -7.0340 -6.9200
57 H -2.4970 -6.2710 -7.8630
58 C 4.8694 -7.1333 -7.1450
59 O 4.2071 -7.9541 -6.1826
60 C 3.0994 -7.4157 -5.6754
61 O 2.6462 -6.3395 -5.9617
62 O 2.5848 -8.2729 -4.8018
63 C 1.3802 -7.8180 -4.1758
64 H 5.7456 -7.6838 -7.4743
65 H 4.2233 -6.9450 -8.0000
66 H 5.1854 -6.1934 -6.6968
67 H 0.5988 -7.6565 -4.9115
68 H 1.5638 -6.9051 -3.6116
69 H 1.0613 -8.5986 -3.4924
70 C -5.0120 -4.5386 -6.7228
71 O -6.3514 -4.8585 -6.3317
72 C -7.0933 -5.3796 -7.3047
73 O -6.7303 -5.5908 -8.4314
74 O -8.3044 -5.6289 -6.8152
75 C -9.2152 -6.1971 -7.7609
76 H -4.5120 -4.1282 -5.8534
77 H -4.4914 -5.4281 -7.0449
78 H -5.0145 -3.7919 -7.5158
79 H -8.8492 -7.1554 -8.1216
80 H -9.3771 -5.5166 -8.5943
81 H -10.1563 -6.3535 -7.2434
82 C 4.6707 1.1009 0.8103
83 O 3.8538 0.4927 -0.1949
84 C 4.5213 -0.2424 -1.0789
85 O 5.7073 -0.4245 -1.0966
86 O 3.6398 -0.7484 -1.9427
87 C 4.2208 -1.5693 -2.9576
88 H 4.0134 1.6665 1.4644
89 H 5.1813 0.3434 1.4014
90 H 5.3893 1.7831 0.3610
91 H 4.7202 -2.4300 -2.5171
92 H 4.9205 -0.9959 -3.5619
93 H 3.4049 -1.9133 -3.5868
94 C 4.0804 15.7316 13.2886
95 O 4.1135 14.4321 13.8802
96 C 3.5411 13.4828 13.1438
97 O 3.0261 13.6392 12.0692
98 O 3.6403 12.3318 13.8019
99 C 3.0590 11.2190 13.1199
100 H 4.5744 16.4034 13.9841
101 H 4.6182 15.7374 12.3427
102 H 3.0539 16.0610 13.1411
103 H 3.5532 11.0513 12.1652
104 H 1.9920 11.3727 12.9713
105 H 3.2030 10.3465 13.7496
106 C 4.3038 5.5765 0.3242
107 O 5.2155 5.1815 1.3625
108 C 6.4465 5.6662 1.2310
109 O 6.8359 6.3803 0.3481
110 O 7.1779 5.2199 2.2531
111 C 8.5341 5.6660 2.2394
112 H 3.3358 5.1317 0.5430
113 H 4.1839 6.6583 0.3104
114 H 4.6495 5.2183 -0.6440
115 H 8.5827 6.7513 2.3016
116 H 9.0450 5.3165 1.3445
117 H 9.0129 5.2366 3.1144
118 C -13.4616 -9.9248 -9.4445
119 O -12.3829 -10.6355 -10.0542
120 C -11.1941 -10.0589 -9.9020
121 O -10.9779 -9.0323 -9.3159
122 O -10.2853 -10.8145 -10.5109
123 C -8.9510 -10.3091 -10.4262
124 H -14.3630 -10.4970 -9.6418
125 H -13.3137 -9.8500 -8.3691
126 H -13.5645 -8.9335 -9.8814
127 H -8.6276 -10.2499 -9.3889
128 H -8.8784 -9.3326 -10.9007
129 H -8.3171 -11.0121 -10.9578

Mulliken population analysis, charges in e, atoms 1 to 8: number 1, C, carries -0.739; number 2, O, carries -0.363; number 3, C, carries -0.534; number 4, C, carries -0.588; number 5, C, carries -1.171; number 6, C, carries -0.310; number 7, C, carries -0.741; number 8, O, carries -0.396

=====

Entry from the Open Molecules 2025 dataset: 3 unconnected molecules or ions with the total composition C31H64N3O9 (wB97M-V/def2-TZVPD).

The HOMO energy comes out at -10.44 eV. Its total energy is -2060.61169 Eh. The calculation puts the lowest unoccupied orbital energy at -2.34 eV. Its frontier orbital gap is 8.1050 eV. The energy relative to the best compared isomer or geometry (same formula, charge and spin) is 0.0 kJ/mol. Its charge is +1.

Geometry (Å):
1 C -2.2486 1.3534 -4.9570
2 O -1.8857 0.0307 -4.6828
3 C -2.2870 -0.9749 -5.5906
4 C -3.7693 -1.2990 -5.5139
5 C -4.1822 -1.7088 -4.0934
6 C -4.6833 -0.4207 -3.4021
7 C -5.2249 -0.5699 -1.9861
8 C -4.1939 -1.0356 -0.9494
9 N -3.5541 0.1364 -0.3233
10 C -3.1618 1.2216 -0.9464
11 N -2.6596 2.0510 -0.0530
12 N -2.7199 1.5036 1.1776
13 C -3.2433 0.3382 1.0390
14 C -3.4933 -0.6240 2.1280
15 C -2.2322 -1.2921 2.6910
16 C -1.1316 -0.3380 3.1734
17 C -0.7829 -0.4977 4.6552
18 C 0.1267 0.6493 5.0969
19 C 1.4015 0.7844 4.2538
20 C 2.5479 1.4516 5.0183
21 C 3.6270 0.4782 5.4781
22 O 4.0929 -0.3749 4.4305
23 C 3.7328 -1.6775 4.5302
24 C 3.4294 -2.3241 3.2006
25 O 3.7014 -2.3021 5.5690
26 H -3.2935 1.5441 -4.6938
27 H -1.6557 1.9632 -4.2856
28 H -2.0970 1.6524 -5.9938
29 H -1.6903 -1.8414 -5.3342
30 H -2.0551 -0.6756 -6.6145
31 H -3.9679 -2.0958 -6.2252
32 H -4.3607 -0.4342 -5.7992
33 H -5.0149 -2.4023 -4.1053
34 H -3.3369 -2.1002 -3.5356
35 H -3.8797 0.3055 -3.4651
36 H -5.4936 -0.0250 -4.0071
37 H -5.6132 0.3827 -1.6385
38 H -6.0490 -1.2732 -2.0186
39 H -3.4539 -1.7026 -1.3690
40 H -4.7095 -1.6044 -0.1905
41 H -3.2150 1.5028 -1.9799
42 H -2.2720 2.9728 -0.2087
43 H -4.1591 -1.4011 1.7695
44 H -4.0536 -0.0977 2.8934
45 H -1.8300 -1.9190 1.8989
46 H -2.5344 -1.9646 3.4864
47 H -1.3543 0.7077 2.9962
48 H -0.2398 -0.5549 2.5926
49 H -1.7108 -0.3517 5.2051
50 H -0.3359 -1.4580 4.8852
51 H -0.4109 1.5918 5.0468
52 H 0.4242 0.4794 6.1303
53 H 1.7110 -0.1534 3.8118
54 H 1.1769 1.4305 3.4080
55 H 2.1617 1.9149 5.9224
56 H 2.9959 2.2543 4.4450
57 H 4.4790 1.0649 5.8027
58 H 3.2790 -0.0663 6.3499
59 H 3.2931 -3.3804 3.3688
60 H 2.5901 -1.8658 2.6961
61 H 4.3335 -2.2383 2.6010
62 C 7.7544 -6.5516 1.3585
63 O 6.7538 -6.2477 0.4101
64 C 5.7081 -5.4571 0.9444
65 C 5.1232 -4.5408 -0.1080
66 O 5.9373 -3.4186 -0.4174
67 C 7.1050 -3.6444 -1.1988
68 C 6.8293 -3.9721 -2.6491
69 O 6.4404 -5.3274 -2.7983
70 C 5.6595 -5.5452 -3.9503
71 H 7.3599 -7.1871 2.1588
72 H 8.5481 -7.0870 0.8415
73 H 8.1767 -5.6369 1.7898
74 H 6.0693 -4.8541 1.7856
75 H 4.9203 -6.1327 1.3063
76 H 4.2030 -4.1152 0.3023
77 H 4.8480 -5.0896 -1.0105
78 H 7.7484 -4.3959 -0.7403
79 H 7.6434 -2.6947 -1.1742
80 H 7.7462 -3.8137 -3.2326
81 H 6.0468 -3.3048 -3.0303
82 H 4.7598 -4.9176 -3.9385
83 H 5.3523 -6.5892 -3.9492
84 H 6.2342 -5.3442 -4.8615
85 C -4.5928 7.5948 1.2292
86 O -3.4470 7.1368 0.5401
87 C -2.5155 6.4868 1.3867
88 C -1.7697 5.4065 0.6393
89 O -2.5396 4.2264 0.4036
90 C -3.5483 4.2909 -0.5971
91 C -3.0140 4.3428 -2.0120
92 O -2.5926 5.6395 -2.3662
93 C -1.6097 5.6392 -3.3807
94 H -4.3339 8.3801 1.9463
95 H -5.2806 8.0033 0.4918
96 H -5.0922 6.7704 1.7514
97 H -3.0215 6.0448 2.2525
98 H -1.7937 7.2323 1.7437
99 H -0.9395 5.0824 1.2700
100 H -1.3413 5.7873 -0.2883
101 H -4.2541 5.0997 -0.4077
102 H -4.0981 3.3488 -0.4902
103 H -3.8180 4.0458 -2.7028
104 H -2.1843 3.6254 -2.1023
105 H -0.7332 5.0548 -3.0763
106 H -1.2994 6.6689 -3.5395
107 H -2.0119 5.2396 -4.3186

Mulliken population analysis, charges in e, atoms 1 to 8: number 1, C, carries -0.621; number 2, O, carries -0.360; number 3, C, carries -0.727; number 4, C, carries -0.777; number 5, C, carries -0.509; number 6, C, carries 0.721; number 7, C, carries -1.220; number 8, C, carries -0.476